(1)
C2H5NO3 | ωB97M-V/def2-TZVPD

Last column: Mulliken charge in e.
Element x y z (Å)
C -0.3886 -1.3594 0.7337  -0.940
C -0.8050 0.0417 0.4106  0.314
O -0.2479 1.0630 0.8204  -0.524
H -0.7788 -1.6445 1.7033  0.332
H 0.6912 -1.4473 0.7233  0.229
H -0.8093 -2.0361 0.0040  0.309
H -1.8787 0.1184 0.1403  0.315
O 1.1508 2.6755 -1.1808  -0.226
N 0.4570 1.8103 -1.5311  0.327
O 0.9611 0.3641 -1.2708  -0.472
H 1.6483 0.4144 -0.5530  0.337

Forces on the atoms, in the same order (eV/Å):
0.599 0.203 -0.893
-0.661 1.660 3.131
-0.819 -1.783 -0.552
-0.121 0.167 0.290
0.165 -0.113 0.189
-0.075 -0.268 -0.226
0.286 0.123 -0.801
-0.787 -2.008 -0.254
1.197 0.107 0.139
0.859 1.676 -0.248
-0.643 0.236 -0.776

## Properties
multiplicity: 1
relative energy (zero: lowest compared OMol25 entry of this formula, charge and spin): 4.499 eV
orbital gap: 0.3618 Eh
LUMO level: -0.1 eV
charge: 0



(2)
C14H21N3O3PPdS3 | ωB97M-V/def2-TZVPD

Last column: Mulliken charge in e.
Element x y z (Å)
Pd 0.1950 0.7865 1.1616  0.493
N 4.5190 2.1043 1.1591  -0.355
C 3.1629 1.9301 1.0977  0.660
S 2.2934 0.9453 2.2226  -0.357
N 2.5270 2.5086 0.0578  -0.900
N 1.1859 2.3329 0.1168  0.515
C 0.5248 3.1519 -0.6828  -0.256
C -0.8458 3.4846 -0.6022  0.237
C -1.2834 4.5816 -1.3696  -0.759
C -2.6057 4.9929 -1.3434  -0.425
C -3.5167 4.3510 -0.4956  -0.490
C -3.1275 3.2358 0.2094  -0.429
C -1.8120 2.7213 0.1694  0.937
O -1.6402 1.5782 0.7578  -0.735
H 5.0951 1.5221 1.7611  0.243
H 4.9722 2.7341 0.4886  0.258
H 1.2328 3.6447 -1.3648  0.430
H -0.6091 5.2715 -1.8409  0.370
H -2.8586 5.8463 -2.0136  0.360
H -4.5736 4.5398 -0.5339  0.399
H -3.8249 2.7475 0.8933  0.420
C 3.3137 -3.2016 0.1674  -1.356
C 2.2912 -2.0507 -0.0698  1.095
C 2.2849 -1.4135 -1.4239  -1.227
O 0.9438 -2.5099 0.0934  -0.076
P 0.1381 -2.8837 1.4645  0.922
S 1.0613 -4.1124 2.6540  -0.145
S -0.5285 -1.1313 2.1797  -0.311
O -1.1564 -3.7095 0.8937  -0.431
C -2.2428 -2.7690 0.3857  0.700
C -3.5456 -3.5497 0.5082  -1.408
C -1.9302 -2.3906 -1.0457  -1.076
H 4.3163 -2.9199 -0.1747  0.426
H 3.0024 -4.0165 -0.4972  0.336
H 3.3133 -3.4968 1.2343  0.308
H 2.5225 -1.2229 0.6196  -0.271
H 1.6575 -1.9659 -2.1483  0.333
H 3.2566 -1.3161 -1.8442  0.465
H 1.8007 -0.4192 -1.2815  0.086
H -2.2938 -1.9326 1.1418  0.093
H -3.4525 -4.5337 0.0219  0.329
H -4.2016 -2.8377 -0.0155  0.365
H -3.8290 -3.7512 1.5490  0.365
H -1.9055 -3.2842 -1.6276  0.339
H -1.0179 -1.8135 -1.2132  0.124
H -2.8089 -1.7790 -1.4202  0.399

Forces on the atoms, in the same order (eV/Å):
1.669 -0.139 -0.291
-1.274 -0.084 -0.217
0.667 -0.298 -0.781
0.723 0.068 0.736
-0.559 -0.047 0.500
0.391 0.906 -0.347
0.994 0.316 -0.194
0.945 -0.994 -0.272
-1.450 0.875 0.573
1.156 0.829 -0.979
-0.115 -1.639 -0.267
-0.697 0.705 0.548
-0.553 -0.607 0.275
0.044 1.455 -0.460
-0.373 0.401 -0.117
-0.410 -0.549 0.399
-0.767 0.422 0.047
0.574 -0.377 -0.433
-0.112 -0.745 0.879
-0.200 0.620 0.215
0.178 -0.041 -0.425
-0.837 0.434 -0.495
1.438 -0.244 0.699
-1.524 0.439 -0.503
-0.990 -0.975 1.502
-1.422 0.320 -3.510
0.473 -0.137 1.077
0.050 -1.288 1.950
1.118 2.190 0.519
0.096 -0.925 1.150
0.678 0.230 -0.306
-1.366 1.485 0.084
-0.191 0.188 0.319
0.070 -0.186 0.413
0.171 0.031 -0.816
-0.311 -0.488 0.270
0.347 0.058 0.398
0.874 0.292 -0.230
0.433 -0.455 -0.469
-0.063 -0.749 -1.357
-0.246 0.525 -0.206
-0.646 -0.866 0.349
-0.021 0.420 -0.294
0.148 -0.671 -0.519
-0.131 -0.135 0.270
1.022 -0.572 0.317

## Properties
multiplicity: 5
orbital gap (alpha / beta): 0.2678 / 0.1767 Eh
LUMO level (alpha / beta): -3.6 / -6.7 eV
charge: +1



(3)
C4H10O2 | ωB97M-V/def2-TZVPD

Last column: Mulliken charge in e.
Element x y z (Å)
C 1.8866 1.3038 -0.3534  -0.954
C 1.5670 2.1567 0.6771  -0.283
C 0.6433 1.9000 1.7664  -0.553
C 1.0072 2.0445 3.0797  -1.073
H 1.4140 0.3369 -0.4214  0.480
H 2.6104 1.7088 -1.0570  0.284
H 2.0983 3.1042 0.7637  0.258
H -0.4144 1.6863 1.6177  0.292
H 0.1902 1.9194 3.8000  0.241
H 1.9508 2.3130 3.5182  0.384
H 1.1734 -1.6820 -4.2048  0.390
H 1.1662 -3.0038 -3.4686  0.354
O 1.2893 -2.6277 -4.3467  -0.812
H -5.5417 -4.5067 -0.4723  0.316
H -5.8873 -3.0310 -0.3422  0.320
O -5.1533 -3.6222 -0.5562  -0.641

Forces on the atoms, in the same order (eV/Å):
-0.089 1.100 0.239
-0.797 -0.456 0.416
1.113 0.565 -0.096
-1.525 0.016 0.716
0.208 -0.186 -0.277
-0.122 -0.598 -0.375
0.345 -0.085 0.041
0.131 -0.510 -0.424
0.250 0.144 0.098
0.490 -0.029 -0.363
0.015 0.070 0.015
0.009 0.018 -0.009
-0.032 -0.046 0.022
0.236 0.312 -0.048
0.241 -0.028 -0.049
-0.473 -0.287 0.095

## Properties
multiplicity: 2
relative energy (zero: lowest compared OMol25 entry of this formula, charge and spin): 1.980 eV
orbital gap (alpha / beta): 0.0633 / 0.2226 Eh
LUMO level (alpha / beta): 2.5 / 2.5 eV
charge: -1



(4)
C3H8O2 | ωB97M-V/def2-TZVPD

Last column: Mulliken charge in e.
Element x y z (Å)
C 1.0463 -1.2878 -1.8829  -0.149
O 0.7761 -0.7462 -2.9191  -0.395
H 2.0736 -1.4305 -1.5063  0.282
H 0.2353 -1.7379 -1.2832  0.249
C -0.4086 0.6994 -0.0649  -1.032
C -0.5315 0.0735 1.3309  -0.134
O -0.1538 0.9481 2.3776  -0.521
H 0.6334 0.6887 -0.4010  0.187
H -1.0396 0.2071 -0.7918  0.314
H -0.5413 1.7830 -0.0100  0.416
H 0.1448 -0.7725 1.4160  0.242
H -1.5874 -0.1944 1.4364  0.243
H -0.6472 1.7693 2.2982  0.299

Forces on the atoms, in the same order (eV/Å):
-0.528 -0.439 -0.368
0.391 0.072 0.089
0.067 0.201 -0.073
0.157 -0.026 0.206
1.349 0.521 0.630
-0.429 0.695 -0.632
0.292 0.066 0.113
-0.056 -0.397 -0.075
-0.180 0.182 -0.189
-0.835 -0.072 -0.062
-0.310 -0.299 0.099
0.140 -0.491 0.298
-0.057 -0.013 -0.038

## Properties
multiplicity: 1
relative energy (zero: lowest compared OMol25 entry of this formula, charge and spin): 1.844 eV
orbital gap: 0.4082 Eh
LUMO level: 0.8 eV
charge: 0



Table of total energy (eV), in record order: -9783.6898 -70737.6522 -8402.3042 -7334.2061
Table of molecular weight (g mol⁻¹), in record order: 91.1 512.9 90.1 76.1